Below is the molecule C4H9N at a distorted geometry, with properties calculated with the ωB97M-V functional and the def2-TZVPD basis.

Structure (XYZ):
```
14
Properties=species:S:1:pos:R:3:lowdin_charge:R:1
C 0.843 -0.438 -0.891 -0.186
C 0.871 -0.677 0.640 -0.181
C -0.468 -0.191 1.144 -0.226
N -0.808 0.909 0.218 -0.079
C -0.355 0.487 -1.114 -0.239
H 0.750 -1.387 -1.427 0.097
H 1.754 -0.077 -1.372 0.099
H 1.723 -0.098 0.997 0.106
H 1.069 -1.732 0.801 0.100
H -1.265 -0.946 1.133 0.110
H -0.392 0.241 2.141 0.104
H -1.774 1.174 0.187 0.093
H -0.080 1.309 -1.778 0.100
H -1.164 -0.038 -1.642 0.102
```

Output
Frontier orbital gap = 0.3587 hartree
LUMO level = 1.2 eV
Largest force on an atom = 0.0288 hartree/bohr
Structure (SMILES) = C1CCNC1
Multiplicity = 1
Energy relative to the best compared isomer or geometry (same formula, charge and spin) = 22.7 kJ/mol
HOMO level = -8.6 eV

---

Below is the molecule C4H9N at a distorted geometry, with properties calculated with the ωB97M-V functional and the def2-TZVPD basis.

Structure (XYZ):
```
14
Properties=species:S:1:pos:R:3:lowdin_charge:R:1
C 1.492 -0.788 0.723 0.030
C 0.645 0.045 0.129 -0.436
C 0.798 0.509 -1.286 -0.052
N -0.546 0.413 0.810 -0.084
C -1.834 -0.002 0.285 -0.104
H 2.398 -1.124 0.241 0.049
H 1.401 -1.015 1.777 0.052
H -0.192 0.523 -1.744 0.065
H 1.170 1.533 -1.354 0.082
H 1.489 -0.134 -1.817 0.075
H -0.396 0.504 1.799 0.106
H -1.632 -0.467 -0.675 0.072
H -2.257 -0.821 0.857 0.073
H -2.536 0.823 0.253 0.073
```

Output
Frontier orbital gap = 0.3394 hartree
LUMO level = 1.2 eV
Largest force on an atom = 0.0294 hartree/bohr
Structure (SMILES) = C=C(C)NC
Multiplicity = 1
Energy relative to the best compared isomer or geometry (same formula, charge and spin) = 79.8 kJ/mol
HOMO level = -8.0 eV

---

Below is a cluster of 2 separate species, C4H9N in total, with properties calculated with the ωB97M-V functional and the def2-TZVPD basis.

Structure (XYZ):
```
14
Properties=species:S:1:pos:R:3:lowdin_charge:R:1
C -1.671 0.415 -0.549 -0.066
C -0.688 0.650 0.574 -0.292
C -0.015 -0.469 1.271 -0.076
N 0.694 0.220 0.377 -0.199
C 1.751 0.535 -0.303 0.019
H -2.689 0.371 -0.148 0.075
H -1.632 1.222 -1.291 0.072
H -1.454 -0.538 -1.042 0.075
H -0.758 1.645 1.036 0.131
H 0.694 -2.263 -0.232 0.007
H 0.256 -0.662 2.301 0.088
H 2.694 0.052 -0.072 0.063
H 1.164 -2.409 -0.794 0.037
H 1.654 1.230 -1.128 0.066
```

Output
Frontier orbital gap = 0.3114 hartree
LUMO level = 1.1 eV
Largest force on an atom = 0.0073 hartree/bohr
Multiplicity = 1
Energy relative to the best compared isomer or geometry (same formula, charge and spin) = 420.4 kJ/mol
HOMO level = -7.4 eV

---

Below is the molecule C4H9N at a distorted geometry, with properties calculated with the ωB97M-V functional and the def2-TZVPD basis.

Structure (XYZ):
```
14
Properties=species:S:1:pos:R:3:lowdin_charge:R:1
C 1.841 0.378 -0.486 -0.051
C 0.321 0.082 -0.612 -0.397
N -0.331 -1.171 -0.752 0.054
C -0.426 -0.433 0.600 -0.286
C -1.720 0.261 0.798 -0.086
H 2.317 0.422 -1.545 0.098
H 2.239 -0.466 0.060 0.065
H 1.877 1.346 -0.074 0.049
H -0.310 0.966 -1.053 0.153
H 0.279 -1.992 -0.779 0.094
H 0.136 -0.675 1.387 0.087
H -1.651 1.225 1.276 0.075
H -2.374 -0.425 1.328 0.073
H -2.197 0.482 -0.146 0.073
```

Output
Frontier orbital gap = 0.3748 hartree
LUMO level = 1.2 eV
Largest force on an atom = 0.1137 hartree/bohr
Structure (SMILES) = C[C@H]1N[C@@H]1C
Multiplicity = 1
Energy relative to the best compared isomer or geometry (same formula, charge and spin) = 155.3 kJ/mol
HOMO level = -9.0 eV

---

Below is the molecule C4H9N at a distorted geometry, with properties calculated with the ωB97M-V functional and the def2-TZVPD basis.

Structure (XYZ):
```
14
Properties=species:S:1:pos:R:3:lowdin_charge:R:1
C 0.361 1.240 -0.850 -0.068
C -0.191 0.301 0.215 -0.275
C -1.016 -0.854 -0.092 -0.415
N -0.977 -1.722 -1.213 -0.014
C 0.575 0.190 1.592 -0.007
H -0.010 1.088 -1.861 0.075
H 0.141 2.269 -0.552 0.080
H 1.471 1.156 -0.848 0.087
H -2.069 -0.667 0.090 0.126
H -0.108 -1.569 -1.757 0.023
H -0.409 -1.796 0.160 0.166
H 1.104 1.083 1.847 0.061
H 0.109 -0.267 2.458 0.082
H 1.020 -0.452 0.810 0.080
```

Output
Frontier orbital gap = 0.2327 hartree
LUMO level = -0.2 eV
Largest force on an atom = 0.0619 hartree/bohr
Multiplicity = 1
Energy relative to the best compared isomer or geometry (same formula, charge and spin) = 643.3 kJ/mol
HOMO level = -6.5 eV

---

Below is the ion C4H9N with charge +1 at a distorted geometry, with properties calculated with the ωB97M-V functional and the def2-TZVPD basis.

Structure (XYZ):
```
14
Properties=species:S:1:pos:R:3:lowdin_spin:R:1
C 1.460 -0.164 -0.008 0.024
C 0.051 -0.841 0.044 0.073
C -1.125 -0.056 -0.342 0.301
C -2.326 -0.329 0.282 0.438
N 1.692 1.281 -0.010 0.042
H 1.975 -0.415 0.932 0.011
H 2.096 -0.693 -0.721 0.000
H 0.055 -1.646 -0.727 0.032
H 0.092 -1.385 0.989 0.009
H -1.091 0.985 -0.688 0.016
H -2.283 -0.649 1.324 0.026
H -3.331 -0.140 -0.089 0.024
H 1.465 1.715 -0.907 0.002
H 0.984 1.695 0.596 0.002
```

Output
Frontier orbital gap (alpha / beta) = 0.3011 / 0.1981 hartree
Net charge = +1
Expectation value of S² = 0.756
LUMO level (alpha / beta) = -6.0 / -8.6 eV
Largest force on an atom = 0.0530 hartree/bohr
Multiplicity = 2
Energy relative to the best compared isomer or geometry (same formula, charge and spin) = 349.1 kJ/mol
HOMO level (alpha / beta) = -14.2 / -14.0 eV

---

Below is a cluster of 2 separate species, C4H9N2 in total at a distorted geometry, with properties calculated with the ωB97M-V functional and the def2-TZVPD basis.

Structure (XYZ):
```
15
Properties=species:S:1:pos:R:3:lowdin_charge:R:1
C 0.669 -2.032 -0.317 0.132
C -1.088 0.224 1.462 -0.039
C 0.815 -0.773 -0.479 -0.083
C 0.658 1.050 -2.037 -0.005
N -1.544 0.245 2.671 0.008
N 1.098 0.407 -0.817 0.039
H 1.411 -2.726 -0.692 0.110
H -0.169 -2.476 0.194 0.094
H -1.656 0.934 0.833 0.020
H 1.524 1.445 -2.570 0.108
H 0.128 0.346 -2.673 0.110
H -0.001 1.884 -1.792 0.104
H -2.314 0.823 3.012 0.117
H 1.596 1.010 -0.161 0.185
H -1.126 -0.361 3.368 0.100
```

Output
Frontier orbital gap = 0.3200 hartree
Net charge = +1
LUMO level = -3.7 eV
Largest force on an atom = 0.0216 hartree/bohr
Multiplicity = 1
Energy relative to the best compared isomer or geometry (same formula, charge and spin) = 422.6 kJ/mol
HOMO level = -12.4 eV

---

Below is the ion C4H9N2 with charge +1 at a distorted geometry, with properties calculated with the ωB97M-V functional and the def2-TZVPD basis.

Structure (XYZ):
```
15
Properties=species:S:1:pos:R:3:lowdin_charge:R:1
H 3.200 -1.141 0.399 0.125
N 2.161 -0.936 0.471 0.127
C 1.729 -0.031 -0.297 -0.212
N 0.382 0.160 -0.261 -0.047
C -0.312 1.066 -1.248 0.029
C -0.233 -0.449 0.756 0.010
C -1.665 -0.511 0.973 -0.005
H 2.381 0.632 -0.872 0.155
H -0.257 0.966 -2.324 0.102
H -0.172 2.195 -1.115 0.140
H -1.393 0.841 -1.184 0.080
H 0.311 -1.159 1.386 0.149
H -2.010 -1.514 1.050 0.098
H -2.212 0.014 0.191 0.073
H -1.909 -0.131 2.076 0.177
```

Output
Frontier orbital gap = 0.3570 hartree
Net charge = +1
LUMO level = -5.5 eV
Largest force on an atom = 0.0871 hartree/bohr
Structure (SMILES) = [H]/N=C/[N+](C)=C/C
Multiplicity = 1
Energy relative to the best compared isomer or geometry (same formula, charge and spin) = 266.6 kJ/mol
HOMO level = -15.2 eV

---

Computed calculated total energy, in the same sequence as the records: -212.54254 -212.52078 -212.39104 -212.49200 -212.30616 -212.14720 -266.93832 -266.99774 Ha.